# 1
Formula: C15H30N4O3S2
Source: OMol25
Level of theory: ωB97M-V with the def2-TZVPD basis set

Each line ends with the Mulliken charge.
Element x y z (Å)
1 C -3.489 -2.092 14.595  -0.7582
2 C -3.130 -2.138 13.154  0.3484
3 N -2.782 -2.100 12.037  -0.3697
4 H -3.236 -3.004 15.136  0.2626
5 H -4.557 -1.923 14.734  0.2586
6 H -2.972 -1.302 15.138  0.2585
7 C 1.737 -4.234 18.506  -0.7168
8 C 0.952 -3.744 19.659  0.2890
9 N 0.294 -3.390 20.525  -0.3318
10 H 1.466 -5.272 18.313  0.2509
11 H 2.818 -4.181 18.642  0.2637
12 H 1.523 -3.609 17.639  0.2456
13 C -3.491 4.744 14.080  -0.7295
14 C -3.907 4.324 15.407  0.3218
15 N -4.275 4.013 16.476  -0.3584
16 H -3.996 5.659 13.771  0.2578
17 H -3.781 4.014 13.325  0.2593
18 H -2.413 4.906 14.060  0.2492
19 C -3.858 -3.767 4.170  -0.7361
20 C -4.014 -2.433 3.655  0.2979
21 N -4.127 -1.399 3.193  -0.3253
22 H -4.733 -4.407 4.055  0.2672
23 H -3.621 -3.702 5.232  0.2484
24 H -3.070 -4.263 3.603  0.2480
25 C -7.051 -2.040 20.713  -0.8828
26 S -7.139 -3.912 20.746  0.4851
27 O -7.235 -4.394 19.324  -0.6028
28 C -8.835 -3.958 21.509  -0.8972
29 H -6.790 -1.876 21.759  0.3297
30 H -7.951 -1.559 20.331  0.2899
31 H -6.133 -1.764 20.193  0.3215
32 H -8.767 -3.616 22.542  0.3467
33 H -9.059 -5.024 21.553  0.3090
34 H -9.571 -3.393 20.937  0.3003
35 C 1.359 -7.235 10.588  -0.8930
36 S 0.681 -8.597 11.616  0.4908
37 O 1.265 -8.438 12.999  -0.5977
38 C -1.140 -8.130 11.664  -0.8688
39 H 0.898 -7.292 9.602  0.3364
40 H 2.430 -7.308 10.401  0.3103
41 H 1.082 -6.259 10.988  0.3056
42 H -1.230 -7.192 12.212  0.2883
43 H -1.734 -8.826 12.257  0.3081
44 H -1.466 -7.917 10.645  0.3196
45 C 2.017 4.004 8.778  -1.0286
46 C 1.962 2.781 7.882  0.7454
47 O 2.847 1.950 7.858  -0.5350
48 C 0.641 2.476 7.154  -0.9650
49 H 3.042 4.082 9.142  0.2992
50 H 1.314 3.882 9.602  0.2835
51 H 2.001 4.947 8.231  0.3351
52 H 0.469 3.227 6.383  0.2978
53 H -0.146 2.529 7.906  0.2855
54 H 0.623 1.502 6.665  0.2821

Values from the calculation:
HOMO-LUMO gap in eV: 9.163
E_tot in hartree: -1830.50172



# 2
Formula: C15H30O15
Source: OMol25
Level of theory: ωB97M-V with the def2-TZVPD basis set

Each line ends with the Mulliken charge.
Element x y z (Å)
1 C 0.213 3.225 0.744  -0.7909
2 O -0.845 3.139 -0.210  -0.0445
3 C -1.628 4.183 -0.320  0.6504
4 O -1.341 5.240 0.127  -0.5638
5 O -2.678 3.887 -1.158  -0.2411
6 C -3.644 4.863 -1.396  -0.7830
7 H -0.005 3.516 1.772  0.3149
8 H 1.023 3.830 0.336  0.3481
9 H 0.654 2.249 0.946  0.2346
10 H -4.542 4.406 -1.812  0.2450
11 H -3.208 5.579 -2.092  0.3082
12 H -3.868 5.471 -0.519  0.3353
13 C 3.053 -2.843 -6.157  -0.7485
14 O 3.325 -2.859 -4.729  -0.2232
15 C 4.500 -3.180 -4.270  0.8288
16 O 5.542 -3.297 -4.941  -0.6309
17 O 4.463 -3.385 -2.983  -0.2747
18 C 5.700 -3.464 -2.303  -0.7651
19 H 2.223 -2.176 -6.389  0.2277
20 H 2.873 -3.849 -6.537  0.3042
21 H 3.990 -2.509 -6.602  0.3663
22 H 6.524 -3.842 -2.909  0.3441
23 H 5.693 -4.065 -1.394  0.2546
24 H 6.028 -2.467 -2.010  0.3104
25 C 0.408 -3.055 1.369  -0.6821
26 O -0.084 -2.392 2.572  -0.2672
27 C 0.637 -2.478 3.702  0.6782
28 O 1.372 -3.413 4.016  -0.5859
29 O 0.465 -1.311 4.369  -0.1848
30 C 1.255 -1.097 5.498  -0.7899
31 H -0.376 -3.224 0.630  0.2402
32 H 0.933 -3.979 1.608  0.4105
33 H 1.176 -2.460 0.875  0.2462
34 H 0.686 -0.511 6.219  0.2501
35 H 2.204 -0.603 5.291  0.3008
36 H 1.383 -2.053 6.006  0.3708
37 C -1.451 1.272 3.695  -0.7510
38 O -2.378 2.258 3.222  -0.3355
39 C -3.565 1.890 2.718  0.8917
40 O -4.011 0.751 2.583  -0.6124
41 O -4.091 3.028 2.316  -0.3435
42 C -5.146 2.928 1.345  -0.7322
43 H -0.653 1.736 4.274  0.3464
44 H -0.824 0.811 2.931  0.2517
45 H -2.033 0.484 4.174  0.3913
46 H -6.019 2.456 1.794  0.3711
47 H -5.020 2.358 0.424  0.2540
48 H -5.454 3.913 0.993  0.2982
49 C -2.159 0.327 -0.458  -0.3120
50 O -1.449 -0.795 -1.061  -0.3930
51 C -0.185 -0.697 -1.441  0.7863
52 O 0.562 0.249 -1.356  -0.5988
53 O 0.045 -1.888 -1.959  -0.3461
54 C 1.359 -2.023 -2.547  -0.6948
55 H -3.132 0.140 -0.004  0.2882
56 H -2.251 1.108 -1.213  0.3432
57 H -1.579 0.852 0.301  -0.0382
58 H 1.382 -2.760 -3.350  0.2737
59 H 2.041 -2.275 -1.734  0.3101
60 H 1.911 -1.199 -2.997  0.3581

Values from the calculation:
HOMO-LUMO gap in eV: 11.274
Energy above the lowest of the compared OMol25 structures with the same formula, charge and spin in kJ/mol: 223.7
E_tot in hartree: -1718.10077



# 3
Formula: C15H30O4
Source: OMol25
Level of theory: ωB97M-V with the def2-TZVPD basis set

Each line ends with the Mulliken charge.
Element x y z (Å)
1 C -7.477 -1.288 0.912  -1.1565
2 C -6.907 -1.351 -0.500  -0.4678
3 C -5.807 -0.320 -0.753  -0.5638
4 C -4.534 -0.583 0.049  -0.5028
5 C -3.424 0.402 -0.308  -0.7433
6 C -2.155 0.153 0.505  -0.7964
7 C -1.044 1.140 0.155  -0.4759
8 C 0.219 0.876 0.973  -0.5475
9 C 1.315 1.921 0.760  -0.7417
10 C 1.828 2.036 -0.677  -0.9188
11 C 2.343 0.710 -1.250  -0.7214
12 C 3.387 0.096 -0.354  0.6597
13 O 3.265 -0.960 0.220  -0.6937
14 O 4.470 0.869 -0.264  -0.2536
15 C 5.523 0.442 0.592  -0.7910
16 C 6.632 -0.325 -0.161  0.2789
17 O 7.645 -0.663 0.749  -0.5957
18 C 6.100 -1.600 -0.843  -0.7278
19 O 5.595 -2.505 0.102  -0.6210
20 H -7.840 -0.285 1.131  0.2880
21 H -6.724 -1.551 1.650  0.3063
22 H -8.308 -1.982 1.015  0.3607
23 H -7.716 -1.179 -1.214  0.3263
24 H -6.511 -2.352 -0.686  0.3040
25 H -5.558 -0.329 -1.817  0.3517
26 H -6.186 0.676 -0.513  0.2958
27 H -4.189 -1.601 -0.147  0.2964
28 H -4.747 -0.503 1.116  0.2861
29 H -3.194 0.319 -1.373  0.3315
30 H -3.774 1.421 -0.126  0.3333
31 H -2.388 0.234 1.569  0.3299
32 H -1.804 -0.865 0.322  0.3338
33 H -0.824 1.059 -0.911  0.2971
34 H -1.391 2.158 0.346  0.2576
35 H -0.047 0.879 2.033  0.4790
36 H 0.606 -0.117 0.743  0.1562
37 H 2.154 1.676 1.417  0.3139
38 H 0.937 2.900 1.065  0.4640
39 H 2.643 2.763 -0.695  0.4664
40 H 1.034 2.408 -1.325  0.3817
41 H 1.529 -0.006 -1.364  0.3463
42 H 2.794 0.896 -2.226  0.4029
43 H 5.118 -0.191 1.391  0.3881
44 H 5.953 1.346 1.029  0.3843
45 H 7.077 0.335 -0.913  0.3592
46 H 7.382 -1.499 1.163  0.3980
47 H 5.355 -1.343 -1.606  0.2761
48 H 6.941 -2.099 -1.332  0.3918
49 H 4.700 -2.218 0.352  0.4733

Values from the calculation:
HOMO-LUMO gap in eV: 10.790
Energy above the lowest of the compared OMol25 structures with the same formula, charge and spin in kJ/mol: 0.0
E_tot in hartree: -890.52941



# 4
Formula: C15H31AlBr14F
Source: OMol25
Level of theory: ωB97M-V with the def2-TZVPD basis set

Each line ends with the Mulliken charge.
Element x y z (Å)
1 C 1.718 -0.901 0.992  -0.7457
2 C 2.286 -1.755 2.312  -0.1780
3 Br 4.184 -1.170 2.599  -0.2161
4 C 2.118 -3.377 2.150  -0.2796
5 Br 0.429 -3.802 1.168  -0.2947
6 Al 3.676 -4.317 1.202  0.3884
7 F 3.750 -3.830 -0.656  -0.6032
8 H 2.301 0.137 1.038  0.1584
9 H 0.578 -0.625 1.090  0.2741
10 H 2.015 -1.390 -0.029  0.2560
11 H 1.668 -1.375 3.246  0.3009
12 H 2.028 -3.832 3.224  0.3393
13 H 5.089 -4.070 1.870  -0.1482
14 H 3.371 -5.901 1.228  -0.2730
15 Br -1.444 0.379 -1.396  -0.0940
16 C -0.498 1.976 -1.995  -0.4976
17 C 0.961 1.925 -1.608  -0.5647
18 Br 1.205 2.328 0.285  -0.1273
19 H -1.029 2.837 -1.576  0.2587
20 H -0.610 1.981 -3.082  0.3401
21 H 1.528 2.697 -2.137  0.3861
22 H 1.424 0.952 -1.789  0.3499
23 Br -5.186 2.136 -1.860  -0.1468
24 C -6.059 0.825 -3.010  -0.5927
25 C -5.094 -0.255 -3.441  -0.6974
26 Br -3.901 0.384 -4.847  -0.1493
27 H -6.496 1.376 -3.848  0.4084
28 H -6.863 0.403 -2.401  0.3660
29 H -5.631 -1.098 -3.885  0.4121
30 H -4.461 -0.620 -2.628  0.3733
31 Br 7.009 -5.199 4.466  -0.1247
32 C 8.223 -5.821 3.071  -0.5788
33 C 8.851 -4.660 2.335  -0.5884
34 Br 7.595 -3.860 1.074  -0.0586
35 H 7.648 -6.487 2.421  0.3664
36 H 8.985 -6.403 3.596  0.3441
37 H 9.690 -5.000 1.723  0.3084
38 H 9.190 -3.859 2.998  0.3465
39 Br -6.454 -4.961 -4.297  -0.1677
40 C -4.552 -4.933 -4.729  -0.5210
41 C -3.770 -4.138 -3.709  -0.7135
42 Br -3.997 -2.220 -3.983  0.0378
43 H -4.461 -4.542 -5.746  0.3500
44 H -4.243 -5.982 -4.720  0.3603
45 H -2.697 -4.316 -3.821  0.3370
46 H -4.064 -4.350 -2.677  0.3627
47 Br -3.104 4.996 1.652  -0.1107
48 C -3.985 6.348 0.557  -0.5841
49 C -4.194 5.856 -0.856  -0.2096
50 Br -2.534 5.918 -1.879  -0.1319
51 H -3.375 7.254 0.615  0.3726
52 H -4.945 6.530 1.048  0.3323
53 H -4.884 6.512 -1.395  0.3339
54 H -4.563 4.828 -0.908  -0.0419
55 Br 2.290 6.504 2.457  -0.1289
56 C 0.658 6.499 3.525  -0.4245
57 C 0.607 5.299 4.441  -0.5737
58 Br 0.128 3.682 3.459  -0.1357
59 H -0.182 6.548 2.826  0.2210
60 H 0.696 7.425 4.106  0.3276
61 H -0.180 5.418 5.191  0.3050
62 H 1.556 5.096 4.945  0.3849

Values from the calculation:
HOMO-LUMO gap in eV: 6.492
E_tot in hartree: -36968.61751
Charge: -1



Which value of HOMO-LUMO gap does entry 4 give?
6.492 eV